(1)
Entry from OMol25: 2 unconnected molecules or ions with the total composition C3H11NOS in a non-equilibrium geometry (ωB97M-V/def2-TZVPD).

Cartesian coordinates (Å):
C -0.624 1.421 -0.814
C 0.515 1.012 0.154
C 1.170 -0.289 -0.244
S 2.497 -0.996 0.812
N -1.445 2.477 -0.235
H -1.189 0.572 -1.212
H -0.055 1.777 -1.684
H 1.033 1.975 0.234
H 0.101 0.896 1.160
H 1.429 -0.234 -1.312
H 0.459 -1.130 -0.366
H 2.824 -2.180 0.254
H -1.743 2.190 0.697
H -2.355 2.483 -0.687
H -0.440 -2.842 1.543
H -1.185 -4.040 0.883
O -0.991 -3.092 0.818

Summary:
- lowest unoccupied orbital energy (eV) = 0.68
- DFT total energy (Eh) = -649.04656
- SMILES string = NCCCS.O
- energy above the lowest of the compared OMol25 structures with the same formula, charge and spin (kcal per mole) = 22.3

Mulliken atomic charge list, values in e, 4 entries: -0.600, -0.492, -0.596, -0.281

=====

(2)
Entry from OMol25: a molecular structure, C4H2O2Sc in a non-equilibrium geometry (ωB97M-V/def2-TZVPD).

Cartesian coordinates (Å):
O -1.380 -1.516 -1.429
C -0.944 -0.630 -0.876
C -0.478 0.508 -0.237
C -1.407 1.113 0.549
H -1.104 1.723 1.401
H -2.405 1.279 0.106
O 2.762 -1.132 0.159
C 3.234 -2.154 0.307
Sc 1.721 0.808 0.020

Summary:
- charge = +3
- lowest unoccupied orbital energy (eV) = -17.67
- DFT total energy (Eh) = -1063.36879
- energy above the lowest of the compared OMol25 structures with the same formula, charge and spin (kcal per mole) = 0.0

Mulliken atomic charge list, values in e, 4 entries: 0.080, 0.757, -0.219, -0.377

=====

(3)
Entry from OMol25: 13 unconnected molecules or ions with the total composition H28O14 in a non-equilibrium geometry (ωB97M-V/def2-TZVPD).

Cartesian coordinates (Å):
H 0.631 0.882 0.855
H -0.149 1.009 -0.325
H 2.684 -2.101 -2.938
H 1.281 -2.100 -3.323
H 1.782 1.196 3.168
H 3.140 0.695 3.675
H -3.082 -0.159 -3.438
H -3.065 1.400 -3.497
H -0.714 4.330 3.532
H 0.534 3.462 3.694
H 3.511 -1.405 1.247
H 2.919 -0.970 -0.212
H -0.631 4.231 -1.042
H 0.353 3.148 -1.522
H -0.912 -4.517 1.236
H -2.013 -3.358 1.010
H 2.873 0.761 -2.165
H 4.122 0.032 -1.739
H -1.668 -0.486 0.266
H -2.062 -0.268 1.632
H -1.119 0.351 4.375
H -0.949 -0.389 3.074
H -0.301 -2.531 -1.439
H -1.192 -3.684 -1.297
H 0.785 -0.088 -1.516
H 1.040 0.924 -2.493
H -3.772 0.409 -0.868
H -4.719 0.729 -1.936
O 0.308 0.356 0.123
O 1.793 -2.093 -2.556
O 2.215 0.761 3.927
O -3.323 0.664 -2.947
O -0.254 3.541 3.200
O 3.522 -0.724 0.581
O 0.334 3.872 -0.877
O -1.632 -4.175 0.658
O 3.428 0.536 -1.316
O -2.447 -0.553 0.776
O -0.610 0.357 3.573
O -0.360 -3.520 -1.629
O 1.270 0.793 -1.570
O -4.158 -0.004 -1.694

Summary:
- lowest unoccupied orbital energy (eV) = -0.20
- DFT total energy (Eh) = -1069.80018
- energy above the lowest of the compared OMol25 structures with the same formula, charge and spin (kcal per mole) = 251.5

Mulliken atomic charge list, values in e, 4 entries: 0.152, 0.449, 0.229, 0.283